# 1
The following is a quantum chemistry calculation of a molecular structure, C26H29B2F4N10O6S2Zr, from OMol25.

Results
- E_LUMO: 1.717 eV
- Energy: -3300.37679 Eh
- Multiplicity: 1
- Charge: -1
- HOMO: -5.83 eV
- HOMO-LUMO gap: 7.55 eV

The geometry in XYZ format:
```
80
Properties=species:S:1:pos:R:3:lowdin_charge:R:1
Zr -0.01 -0.25 0.32 1.9929
N 1.07 -1.19 -1.54 -0.0674
C 2.26 -2.01 -1.29 -0.1447
C 2.51 -2.15 0.21 -0.5452
O 3.23 -3.05 0.60 0.0196
N 1.84 -1.26 0.98 -0.1219
C 1.53 -1.80 2.30 -0.1310
C 0.06 -2.27 2.27 -0.5961
O -0.51 -2.70 3.25 0.0831
O -0.49 -2.14 1.08 -0.2078
H 0.30 -1.83 -1.73 0.0450
H 1.14 -0.63 -2.40 0.0383
H 3.14 -1.58 -1.78 0.1075
H 2.16 -3.02 -1.69 0.1302
H 1.66 -1.09 3.11 0.1048
H 2.13 -2.69 2.51 0.1213
B -1.34 -1.42 -3.64 -0.4106
N -2.21 -1.34 -2.32 -0.0460
C -3.52 -1.59 -2.35 -0.1018
C -4.02 -1.64 -1.07 -0.0519
C -2.91 -1.41 -0.27 -0.1535
N -1.82 -1.21 -1.02 -0.0557
N -0.63 -0.10 -4.01 -0.0941
C -1.20 1.05 -4.40 -0.1014
C -0.21 1.96 -4.68 -0.0766
C 0.97 1.25 -4.43 -0.1772
N 0.71 0.02 -4.02 0.0172
H -2.14 -1.70 -4.50 0.0645
H -0.50 -2.28 -3.55 0.0625
H -4.00 -1.75 -3.30 0.1061
H -5.04 -1.82 -0.76 0.0861
H -2.84 -1.33 0.80 0.0901
H -2.28 1.14 -4.44 0.1226
H -0.32 2.98 -5.00 0.0840
H 2.00 1.58 -4.52 0.0897
O -3.46 -0.36 2.90 0.0688
C -3.06 0.13 4.10 -0.2361
C -3.92 0.08 5.20 -0.0273
C -3.55 0.59 6.42 -0.0946
C -2.29 1.16 6.58 -0.0954
C -1.44 1.21 5.50 -0.0197
C -1.79 0.70 4.25 -0.0490
C -0.79 0.77 3.15 -0.3954
O -1.08 0.23 2.01 -0.2084
N 0.35 1.33 3.40 0.0092
N 1.22 1.22 2.31 -0.1027
C 2.40 1.52 2.70 -0.8906
S 3.81 1.52 1.65 0.9493
C 4.98 1.39 3.02 -0.5272
C 4.47 2.29 4.13 -0.5460
S 2.72 1.93 4.38 0.9334
H -4.34 -0.75 3.01 0.1130
H -4.90 -0.37 5.07 0.1103
H -4.24 0.54 7.26 0.0988
H -1.99 1.56 7.54 0.0949
H -0.45 1.64 5.60 0.1024
H 5.95 1.71 2.65 0.0739
H 5.04 0.36 3.36 0.0797
H 4.61 3.34 3.87 0.0703
H 4.99 2.09 5.07 0.0717
N 5.88 3.90 -3.04 0.1653
C 4.57 4.26 -3.02 -0.4955
O 4.16 5.26 -3.56 0.0661
C 3.65 3.32 -2.28 -0.1393
C 3.95 1.98 -2.08 -0.0187
C 3.05 1.20 -1.37 -0.1971
N 1.90 1.66 -0.88 0.0527
C 1.62 2.95 -1.09 -0.0825
C 2.46 3.81 -1.79 0.0296
H 6.53 4.55 -3.45 0.1080
H 6.24 3.19 -2.42 0.0900
H 4.85 1.52 -2.47 0.1127
H 3.28 0.17 -1.15 0.0744
H 0.69 3.31 -0.69 0.0998
H 2.19 4.84 -1.94 0.1247
F -2.72 1.54 -0.08 0.1785
B -1.59 2.19 -0.51 -1.2486
F -0.76 1.20 -1.27 -0.0547
F -1.81 3.29 -1.28 0.1837
F -0.72 2.45 0.58 0.0849
```


# 2
The following is a quantum chemistry calculation of a molecular structure, C61H41BiBrCl2N7O5S in a non-equilibrium geometry, from OMol25.

Results
- E_LUMO (spin up / spin down): 3.059 / 3.058 eV
- Energy: -7215.86409 Eh
- Multiplicity: 1
- Charge: -2
- HOMO (spin up / spin down): -2.32 / -2.31 eV
- HOMO-LUMO gap (spin up / spin down): 5.37 / 5.37 eV

The geometry in XYZ format:
```
119
Properties=species:S:1:pos:R:3:lowdin_charge:R:1
Bi 14.51 11.97 12.96 2.0454
C 9.65 13.62 18.93 -0.1162
C 10.62 14.39 18.32 -0.0741
C 11.27 13.80 17.28 -0.0649
C 11.14 12.46 16.96 -0.1711
C 10.19 11.67 17.63 -0.0285
C 9.49 12.29 18.65 -0.1186
C 11.94 11.92 15.75 -0.0271
C 13.06 11.10 15.96 -0.2295
C 13.52 10.56 17.23 0.0376
C 14.62 9.73 16.94 0.0140
C 14.86 9.91 15.58 -0.3168
N 13.92 10.62 14.98 0.0158
C 15.95 9.27 15.00 -0.1154
C 16.16 9.10 13.63 -0.2291
C 17.18 8.16 12.97 0.0296
C 16.98 8.30 11.58 0.0133
C 15.83 9.17 11.46 -0.2922
C 15.36 9.55 10.20 -0.0937
C 16.21 9.27 9.04 -0.2061
C 16.18 8.04 8.27 -0.0254
C 17.09 7.78 7.23 -0.1322
C 18.05 8.68 6.94 -0.1508
C 18.06 9.87 7.58 -0.0875
C 17.16 10.20 8.61 0.0129
C 14.23 10.39 9.96 -0.2533
N 13.44 10.87 10.98 0.0156
C 12.39 11.54 10.27 -0.2239
C 11.32 12.23 10.92 -0.0709
C 10.17 12.71 10.05 -0.1982
C 9.26 11.78 9.48 -0.0206
C 8.25 12.31 8.63 -0.0863
C 8.22 13.70 8.33 -0.1002
C 9.20 14.55 8.85 -0.0890
C 10.17 14.09 9.72 -0.0122
C 11.28 12.48 12.31 -0.3048
C 10.12 13.14 12.83 -0.0120
C 10.27 13.11 14.20 -0.0337
C 11.48 12.40 14.46 -0.2150
N 12.17 12.16 13.27 -0.0126
C 12.58 11.49 8.82 0.0041
C 13.76 10.78 8.65 0.0043
N 15.34 9.58 12.64 0.0091
C 16.81 8.47 15.88 -0.2358
C 16.53 7.14 16.07 -0.0367
C 17.25 6.34 17.00 -0.0795
C 18.34 6.88 17.69 -0.1117
C 18.71 8.18 17.40 -0.0902
C 17.89 9.01 16.62 -0.0008
H 8.92 13.97 19.68 0.1035
H 10.78 15.45 18.51 0.1063
H 11.93 14.43 16.67 0.0825
H 9.86 10.72 17.27 0.1105
H 8.72 11.78 19.22 0.0929
H 13.04 10.68 18.17 0.0845
H 15.27 9.14 17.54 0.0978
H 18.02 7.63 13.45 0.1038
H 17.56 7.79 10.82 0.1046
H 15.41 7.29 8.47 0.1095
H 17.13 6.79 6.75 0.1015
H 18.73 8.57 6.07 0.1075
H 18.66 10.63 7.19 0.0874
H 17.22 11.24 9.02 0.1100
H 9.36 10.73 9.78 0.1178
H 7.65 11.59 8.06 0.0878
H 7.61 14.06 7.54 0.0773
H 9.38 15.48 8.39 0.0877
H 11.10 14.64 9.98 0.1175
H 9.28 13.64 12.33 0.1247
H 9.41 13.35 14.82 0.1169
H 12.02 12.05 8.09 0.1040
H 14.30 10.52 7.70 0.1245
H 15.78 6.65 15.48 0.1174
H 17.06 5.28 17.04 0.0902
H 18.84 6.23 18.40 0.0873
H 19.53 8.64 17.91 0.0921
H 18.19 10.03 16.55 0.1061
Cl 14.37 15.99 16.62 0.6561
C 15.78 15.30 15.82 -0.5408
C 17.03 15.96 16.10 -0.1615
C 18.17 15.37 15.75 -0.5712
Cl 19.69 16.25 16.17 0.5795
C 18.17 14.12 15.06 -0.1738
C 19.34 13.38 14.82 -0.0296
C 19.35 12.17 14.10 -0.0342
C 18.08 11.73 13.70 -0.1770
N 17.00 12.36 14.07 0.0569
C 16.94 13.52 14.81 -0.1310
C 15.67 14.10 15.15 -0.4244
O 14.52 13.71 14.76 -0.2088
H 17.14 16.85 16.70 0.0913
H 20.26 13.89 15.07 0.0761
H 20.36 11.71 13.76 0.1351
H 17.94 10.99 12.97 0.0903
C 10.65 16.77 14.81 -0.1107
C 11.20 17.98 15.41 -0.2544
C 10.70 18.37 16.76 -0.2245
N 10.19 18.61 17.77 0.1107
H 11.00 16.68 13.77 0.0583
H 9.54 16.76 14.85 0.0945
H 10.99 15.81 15.30 0.0695
H 10.83 18.77 14.75 0.1207
H 12.28 17.98 15.53 0.0869
Br 12.91 18.09 9.54 0.7126
C 13.30 16.45 10.32 -0.8029
C 12.67 16.24 11.57 -0.1981
C 12.95 15.04 12.19 -0.1935
N 13.73 14.08 11.73 -0.0673
C 14.46 14.31 10.55 -0.2468
C 14.10 15.56 9.77 -0.0961
H 12.34 17.09 12.14 0.0543
H 12.51 14.79 13.16 0.0980
H 14.60 13.42 9.94 0.1031
H 14.68 15.81 8.87 0.1096
O 17.23 13.59 9.31 -0.3428
S 17.09 13.50 10.75 0.3569
O 16.01 14.63 11.15 -0.2751
O 16.49 12.23 11.21 -0.4687
O 18.24 13.80 11.58 -0.3160
```


# 3
The following is a quantum chemistry calculation of a molecular structure, C36H57BN11OS5Zr in a non-equilibrium geometry, from OMol25.

Results
- E_LUMO: -9.780 eV
- Energy: -4145.55708 Eh
- Multiplicity: 1
- Charge: +3
- HOMO: -15.37 eV
- HOMO-LUMO gap: 5.59 eV

The geometry in XYZ format:
```
112
Properties=species:S:1:pos:R:3:lowdin_charge:R:1
Zr -1.14 2.04 -0.63 1.3042
C -1.11 -2.58 -3.84 -0.0386
C -0.25 -2.44 -2.61 -0.1883
C 1.03 -2.99 -2.61 0.1134
C 1.98 -2.49 -1.64 -0.1651
N 1.65 -1.72 -0.62 0.2191
N 0.34 -1.51 -0.51 0.0130
B 0.05 -0.62 0.64 -0.4925
N -1.11 -1.11 1.43 -0.0095
N -1.05 -2.48 1.56 0.2147
C -2.15 -3.07 1.97 -0.1579
C -3.25 -2.33 2.55 0.1034
C -3.17 -0.96 2.59 -0.2017
C -4.32 -0.16 3.19 -0.0116
C -2.06 -0.32 1.96 -0.5972
S -1.93 1.35 1.80 0.7287
C -2.27 -4.59 1.89 -0.5373
C -3.56 -4.93 1.04 -0.0156
C -0.99 -5.16 1.29 -0.0375
C -2.55 -5.13 3.28 -0.0303
N 1.19 0.18 1.27 0.0307
N 1.58 -0.77 2.18 0.2031
C 2.82 -0.70 2.57 -0.2055
C 3.72 0.28 2.16 0.1177
C 3.21 1.40 1.43 -0.1705
C 4.03 2.53 0.83 -0.0156
C 1.79 1.38 1.15 -0.5084
S 0.83 2.85 0.88 0.7014
C 3.24 -1.85 3.47 -0.5505
C 3.60 -1.34 4.87 -0.0293
C 4.42 -2.60 2.82 -0.0132
C 2.04 -2.78 3.68 -0.0589
C -0.58 -1.58 -1.49 -0.5852
S -2.02 -0.66 -1.45 0.7569
C 3.44 -2.88 -1.77 -0.5814
C 3.69 -2.98 -3.26 -0.0525
C 3.69 -4.16 -0.97 -0.0076
C 4.30 -1.75 -1.20 -0.0650
H -0.66 -3.23 -4.59 0.0971
H -1.34 -1.61 -4.28 0.0873
H -2.15 -2.97 -3.64 0.1087
H 1.31 -3.73 -3.30 0.1102
H -4.12 -2.84 2.97 0.1354
H -5.13 -0.84 3.39 0.0930
H -4.64 0.58 2.46 0.0557
H -3.95 0.35 4.07 0.1024
H -3.49 -4.58 0.02 0.0746
H -4.47 -4.46 1.48 0.0926
H -3.83 -5.99 0.99 0.1018
H -0.69 -4.67 0.34 0.0803
H -1.18 -6.23 1.13 0.0982
H -0.17 -5.06 2.03 0.0919
H -3.37 -4.60 3.77 0.0854
H -1.62 -5.01 3.86 0.1049
H -2.81 -6.17 3.19 0.1002
H 4.80 0.18 2.37 0.1521
H 3.88 2.39 -0.25 0.0513
H 5.11 2.39 1.13 0.1170
H 3.66 3.50 1.11 0.0740
H 4.59 -0.82 4.82 0.0966
H 3.80 -2.24 5.49 0.1077
H 2.86 -0.61 5.29 0.1098
H 5.27 -1.99 2.70 0.0663
H 4.13 -2.98 1.82 0.0687
H 4.64 -3.49 3.51 0.1358
H 1.16 -2.27 4.07 0.0860
H 2.31 -3.58 4.34 0.0908
H 1.73 -3.18 2.71 0.0699
H 3.16 -3.87 -3.73 0.0988
H 4.77 -3.18 -3.52 0.1184
H 3.30 -2.06 -3.82 0.1185
H 2.97 -4.99 -1.30 0.1239
H 3.56 -3.91 0.10 0.0663
H 4.72 -4.47 -1.13 0.1043
H 4.04 -0.75 -1.66 0.0126
H 5.38 -1.94 -1.50 0.1243
H 4.30 -1.59 -0.12 0.0546
S 2.96 1.24 -2.72 0.8343
C 1.43 1.46 -2.39 -0.8649
N 0.27 1.64 -2.11 -0.1514
C -5.10 2.94 0.12 -0.2198
S -4.61 1.83 -1.23 1.0435
C -5.37 2.75 -2.58 -0.2027
O -3.07 2.41 -1.25 -0.7974
H -4.86 4.01 -0.10 0.0869
H -4.55 2.64 1.05 0.0462
H -6.15 2.82 0.33 0.0706
H -6.46 2.62 -2.49 0.0957
H -5.11 2.20 -3.45 0.0567
H -5.04 3.80 -2.63 0.0868
C -1.07 4.25 -2.92 -0.2150
N -1.00 5.57 -3.55 -0.0674
C 0.40 6.10 -3.36 -0.1011
N 0.63 6.21 -1.90 -0.0744
C 0.57 4.84 -1.38 -0.2374
N -0.79 4.29 -1.50 -0.2231
C -1.72 5.26 -0.87 -0.1830
N -1.74 6.56 -1.46 -0.0616
C -1.98 6.48 -2.91 -0.1279
C -0.38 7.10 -1.31 -0.1355
H -0.31 3.58 -3.39 0.1253
H -2.12 3.82 -3.04 0.1356
H 0.47 7.11 -3.78 0.1420
H 1.04 5.34 -3.82 0.1332
H 0.86 4.96 -0.38 0.0486
H 1.29 4.26 -1.96 0.1245
H -1.39 5.37 0.18 0.1429
H -2.74 4.82 -0.88 0.1114
H -1.89 7.49 -3.38 0.1563
H -2.96 6.13 -3.11 0.1051
H -0.14 7.16 -0.26 0.1326
H -0.28 8.05 -1.80 0.1380
```


# 4
The following is a quantum chemistry calculation of C2H3ClN2 in the gas phase in a non-equilibrium geometry, from OMol25.

Results
- E_LUMO: 0.639 eV
- Energy: -647.57679 Eh
- SMILES string: CC1=NN1Cl
- Multiplicity: 1
- Charge: 0
- HOMO: -9.80 eV
- HOMO-LUMO gap: 10.44 eV

The geometry in XYZ format:
```
8
Properties=species:S:1:pos:R:3:nbo_charge:R:1
C -0.52 -0.06 -0.16 0.3934
C 0.41 0.92 0.41 -0.6868
N -1.59 -0.67 0.03 -0.1879
N -0.70 -1.07 -1.10 -0.2640
Cl 0.48 -2.41 -0.87 -0.0215
H -0.03 1.92 0.62 0.2624
H 1.24 0.92 -0.21 0.2468
H 0.71 0.47 1.28 0.2577
```


# 5
The following is a quantum chemistry calculation of 2 unconnected molecules or ions with the total composition C7H12Si in a non-equilibrium geometry, from OMol25.

Results
- E_LUMO (spin up / spin down): -0.351 / -1.098 eV
- Energy: -563.13021 Eh
- Multiplicity: 1
- Charge: 0
- HOMO (spin up / spin down): -8.87 / -6.29 eV
- HOMO-LUMO gap (spin up / spin down): 8.51 / 5.19 eV

The geometry in XYZ format:
```
20
Properties=species:S:1:pos:R:3:nbo_charge:R:1
C -0.11 -0.79 0.97 -0.2006
C -1.02 0.14 1.42 -0.2141
C 0.92 -0.17 0.19 -0.1887
C 0.86 1.16 0.23 0.2119
C -0.30 1.51 1.08 -0.5701
C 2.37 -0.28 -1.76 -0.6103
C 1.98 -0.99 -0.45 -0.4336
Si -3.47 0.10 -0.12 0.3849
H -0.25 -1.80 1.00 0.2058
H -1.70 0.07 2.25 0.2264
H -1.03 2.16 0.50 0.2438
H 0.11 1.93 2.07 0.2537
H 2.21 -0.96 -2.64 0.2148
H 3.46 0.00 -1.88 0.2043
H 1.96 0.73 -1.80 0.2189
H 3.02 -1.16 0.02 0.2234
H 1.57 -1.91 -0.58 0.2018
H -3.87 -1.20 0.67 -0.1125
H -3.10 -0.01 -1.59 -0.1259
H -3.60 1.48 0.41 -0.1340
```


# 6
The following is a quantum chemistry calculation of 4 unconnected molecules or ions with the total composition C24H44BF2N3O5Si in a non-equilibrium geometry, from OMol25.

Results
- E_LUMO: -0.189 eV
- Energy: -1995.24342 Eh
- SMILES string: CC(=O)OCCBC(F)(F)CC[Si](C)(C)c1ccccc1.CN(C)C=O.CN(C)C=O.CN(C)C=O
- Multiplicity: 1
- Charge: 0
- HOMO: -8.74 eV
- HOMO-LUMO gap: 8.56 eV

The geometry in XYZ format:
```
80
Properties=species:S:1:pos:R:3:lowdin_charge:R:1
C -4.66 1.68 0.86 -0.0020
C -5.05 0.13 1.01 -0.3829
O -6.02 -0.16 1.77 0.0521
O -4.37 -0.95 0.35 -0.0937
C -4.36 -0.75 -1.09 -0.1955
C -2.88 -0.69 -1.74 -0.0937
B -1.69 -0.63 -0.62 0.0331
C -0.34 0.26 -0.89 -0.3365
F 0.60 -0.65 -1.56 -0.0358
F -0.59 1.31 -1.86 -0.0213
C 0.40 0.78 0.42 -0.1554
C -0.47 1.74 1.36 -0.2285
Si -0.34 3.61 0.94 0.5773
C -0.29 4.53 2.65 -0.2058
C 1.20 4.08 -0.09 -0.2092
C -1.97 4.25 0.08 -0.2200
C -3.21 4.75 0.90 -0.0853
C -4.50 5.21 0.16 -0.0853
C -4.57 5.17 -1.38 -0.0909
C -3.36 4.72 -2.24 -0.0689
C -2.07 4.27 -1.48 -0.0766
H -4.56 2.00 -0.24 0.0855
H -3.70 1.96 1.40 0.0689
H -5.50 2.30 1.34 0.1017
H -4.95 -1.65 -1.54 0.1369
H -4.97 0.18 -1.39 0.1272
H -2.85 0.25 -2.39 0.1082
H -2.72 -1.62 -2.39 0.1206
H -1.77 -1.20 0.42 0.0907
H 1.40 1.29 0.11 0.1237
H 0.71 -0.15 1.02 0.1306
H -0.02 1.63 2.42 0.0662
H -1.57 1.44 1.46 0.0696
H -0.72 3.80 3.43 0.0217
H 0.81 4.71 2.91 0.0380
H -0.94 5.46 2.67 0.0322
H 2.17 3.93 0.49 0.0484
H 1.22 3.58 -1.12 0.0383
H 1.12 5.22 -0.30 0.0554
H -3.16 4.78 2.04 0.0858
H -5.42 5.58 0.73 0.0868
H -5.53 5.47 -1.93 0.0883
H -3.37 4.67 -3.37 0.0843
H -1.19 3.94 -2.14 0.0854
C 2.86 -1.71 -5.33 -0.3470
O 3.54 -1.67 -6.34 0.0067
N 2.68 -2.82 -4.55 -0.2002
C 1.86 -2.79 -3.36 -0.0637
C 3.32 -4.06 -4.94 -0.0497
H 2.33 -0.83 -4.95 0.1303
H 2.47 -3.07 -2.50 0.0863
H 1.04 -3.51 -3.47 0.0915
H 1.44 -1.80 -3.19 0.0576
H 4.40 -3.91 -4.97 0.0972
H 2.98 -4.35 -5.93 0.0984
H 3.08 -4.85 -4.23 0.0493
C 1.50 2.22 5.17 -0.3043
O 1.09 2.56 4.08 -0.0302
N 0.72 1.99 6.27 -0.1981
C 1.28 1.59 7.54 -0.0596
C -0.72 2.15 6.15 -0.0380
H 2.57 2.06 5.37 0.1356
H 0.86 0.62 7.82 0.0907
H 1.02 2.33 8.30 0.0908
H 2.36 1.50 7.48 0.0848
H -1.10 1.48 5.38 0.0951
H -0.94 3.18 5.85 0.0896
H -1.21 1.94 7.10 0.0891
C 4.65 -7.76 -3.45 -0.3316
O 4.29 -7.06 -4.38 0.0159
N 4.57 -7.42 -2.13 -0.2035
C 5.02 -8.31 -1.08 -0.0631
C 4.01 -6.14 -1.77 -0.0517
H 5.09 -8.75 -3.62 0.1312
H 4.18 -8.55 -0.43 0.0890
H 5.81 -7.82 -0.51 0.0892
H 5.42 -9.24 -1.50 0.0839
H 2.98 -6.07 -2.15 0.0883
H 4.60 -5.34 -2.23 0.0920
H 4.01 -6.02 -0.68 0.0884
```


# 7
The following is a quantum chemistry calculation of 3 unconnected molecules or ions with the total composition C6H16O2 in a non-equilibrium geometry, from OMol25.

Results
- E_LUMO: 0.762 eV
- Energy: -388.57752 Eh
- SMILES string: C/C=C/CCC.O.O
- Multiplicity: 1
- Charge: 0
- HOMO: -8.66 eV
- HOMO-LUMO gap: 9.43 eV

The geometry in XYZ format:
```
24
Properties=species:S:1:pos:R:3:nbo_charge:R:1
C 0.05 -1.13 -2.21 -0.6231
C -1.18 -0.56 -1.40 -0.4019
C -1.41 -1.45 -0.17 -0.4485
C -0.97 -0.68 1.02 -0.2236
C -0.35 -1.25 2.10 -0.1748
C 0.49 -0.58 3.11 -0.6749
H -0.06 -1.11 -3.33 0.2072
H 0.21 -2.19 -1.99 0.2005
H 1.02 -0.55 -2.10 0.2124
H -2.00 -0.40 -2.25 0.2108
H -0.88 0.50 -1.12 0.2020
H -1.14 -2.48 -0.35 0.2266
H -2.62 -1.58 -0.13 0.1987
H -0.77 0.38 1.01 0.2121
H -0.58 -2.32 2.20 0.1847
H 0.12 0.47 3.32 0.2325
H 1.56 -0.44 2.79 0.2261
H 0.59 -0.97 4.20 0.2181
H -1.67 2.12 1.23 0.4741
H -1.80 1.53 2.67 0.4699
O -1.18 2.00 2.16 -0.9291
H 3.76 3.85 -2.98 0.4662
H 4.68 3.66 -4.13 0.4598
O 4.10 3.17 -3.63 -0.9259
```